(1)
Density functional theory data (wB97M-V/def2-TZVPD) for a structure of composition C42H37BiGeN6O2S4.

```
93
C42H37BiGeN6O2S4 (wB97M-V/def2-TZVPD)
Bi 1.48 -1.79 0.52
C -1.60 -2.06 -1.12
C -1.83 -1.31 0.20
C -1.83 -2.13 1.43
C -1.56 -3.44 1.40
C -1.39 -4.15 0.14
C -1.45 -3.52 -1.04
H -2.16 -1.73 -1.98
H -2.57 -0.51 0.21
H -2.11 -1.64 2.36
H -1.53 -4.02 2.32
H -1.25 -5.22 0.17
H -1.42 -4.07 -1.97
C 3.40 -7.19 -0.20
S 2.38 -6.45 -1.51
C 2.15 -4.78 -0.89
S 1.62 -4.54 0.77
N 2.36 -3.85 -1.75
N 2.15 -2.55 -1.43
C 2.91 -1.65 -2.21
C 3.34 -0.50 -1.63
C 4.37 0.37 -2.17
C 4.93 1.32 -1.40
C 4.49 1.51 -0.05
C 3.45 0.76 0.40
N 2.81 -0.17 -0.37
H 3.58 -8.23 -0.47
H 4.33 -6.64 -0.11
H 2.85 -7.13 0.74
H 3.27 -2.01 -3.16
H 4.70 0.18 -3.19
H 5.72 1.95 -1.80
H 4.95 2.25 0.60
H 3.07 0.87 1.41
C -0.55 -1.07 -0.60
Ge -0.74 0.57 -1.72
C -1.30 -0.08 -3.52
C -0.83 -1.29 -4.04
C -1.21 -1.71 -5.32
C -2.04 -0.91 -6.09
C -2.49 0.31 -5.60
C -2.13 0.71 -4.32
C 0.43 2.06 -2.27
C 0.71 3.16 -1.45
C 1.29 4.31 -1.98
C 1.62 4.37 -3.33
C 1.39 3.27 -4.14
C 0.81 2.12 -3.61
C -2.42 1.52 -1.19
C -2.46 2.78 -0.60
C -3.66 3.39 -0.25
C -4.86 2.72 -0.45
C -4.85 1.46 -1.02
C -3.65 0.87 -1.40
H -0.16 -1.90 -3.44
H -0.84 -2.65 -5.70
H -2.32 -1.23 -7.09
H -3.12 0.94 -6.21
H -2.48 1.66 -3.93
H 0.49 3.13 -0.39
H 1.50 5.15 -1.33
H 2.06 5.27 -3.74
H 1.68 3.29 -5.19
H 0.64 1.27 -4.26
H -1.53 3.32 -0.43
H -3.66 4.38 0.19
H -5.80 3.19 -0.17
H -5.78 0.93 -1.17
H -3.66 -0.10 -1.87
N -3.77 2.81 4.86
C -2.38 2.61 4.80
C -1.78 2.14 3.63
C -0.41 2.02 3.55
C 0.38 2.34 4.64
C -0.20 2.79 5.82
C -1.58 2.93 5.90
S 2.15 2.17 4.53
O 2.63 2.22 5.90
O 2.61 3.21 3.65
N 2.38 0.78 3.81
C 1.92 -0.40 4.28
S 0.87 -0.58 5.76
C 0.72 -2.27 5.42
C 1.43 -2.58 4.32
N 2.10 -1.56 3.69
H -4.29 2.27 4.18
H -4.16 2.71 5.78
H -2.40 1.87 2.79
H 0.06 1.62 2.66
H 0.44 3.00 6.66
H -2.05 3.27 6.82
H 0.13 -2.91 6.06
H 1.51 -3.58 3.89
```

Lowest unoccupied orbital energy: 0.147 Eh
DFT total energy: -162885.125 eV
Orbital gap: 4.517 eV
Multiplicity: 1
Total charge: -2
ΔE to the lowest compared entry with this formula, charge and spin: 58.5 kcal/mol

---

(2)
Density functional theory data (wB97M-V/def2-TZVPD) for a structure of composition C42H37ClN2O4PS2V.

```
90
C42H37ClN2O4PS2V (wB97M-V/def2-TZVPD)
V -0.54 -0.28 0.37
C -1.43 -0.45 3.39
C -2.80 -0.89 2.85
C -2.81 -2.40 2.58
C -3.21 -0.05 1.63
C -4.68 -0.24 1.25
O -4.67 -0.33 -0.17
C -3.37 -0.39 -0.58
N -2.50 -0.32 0.37
C -3.23 -0.50 -2.02
C -4.42 -0.69 -2.76
C -4.41 -0.80 -4.13
C -3.21 -0.72 -4.83
C -2.04 -0.52 -4.13
C -2.02 -0.42 -2.74
P -0.42 -0.14 -1.91
C 0.59 -1.51 -2.58
C 1.98 -1.40 -2.61
C 2.76 -2.48 -2.96
C 2.18 -3.69 -3.28
C 0.80 -3.82 -3.23
C 0.00 -2.74 -2.88
C 0.29 1.28 -2.83
C 0.97 1.19 -4.05
C 1.48 2.34 -4.64
C 1.33 3.57 -4.02
C 0.65 3.67 -2.82
C 0.13 2.52 -2.24
H -1.27 -0.94 4.36
H -1.43 0.63 3.55
H 0.48 -0.63 2.95
H -3.53 -0.66 3.63
H -2.16 -2.64 1.74
H -3.82 -2.75 2.34
H -2.47 -2.94 3.46
H -3.02 0.99 1.88
H -5.31 0.59 1.56
H -5.11 -1.17 1.66
H -5.35 -0.76 -2.22
H -5.34 -0.95 -4.66
H -3.20 -0.80 -5.91
H -1.10 -0.44 -4.66
H 2.44 -0.45 -2.35
H 3.84 -2.38 -2.97
H 2.79 -4.55 -3.54
H 0.33 -4.78 -3.46
H -1.07 -2.85 -2.84
H 1.11 0.23 -4.53
H 2.01 2.26 -5.58
H 1.75 4.46 -4.48
H 0.53 4.62 -2.32
H -0.40 2.58 -1.29
O -0.41 -0.84 2.50
N 1.72 -0.54 4.09
C 1.90 -1.47 5.03
C 2.73 -1.33 6.12
C 3.41 -0.11 6.25
C 3.25 0.87 5.30
C 2.40 0.63 4.18
S 2.24 1.78 2.94
H 1.32 -2.38 4.89
H 2.85 -2.12 6.84
H 4.06 0.06 7.10
H 3.74 1.82 5.38
Cl 5.36 -4.43 0.50
C 4.12 -3.20 0.51
C 4.50 -1.85 0.62
C 3.53 -0.88 0.62
C 2.16 -1.19 0.49
O 1.27 -0.25 0.45
C 1.79 -2.57 0.39
C 0.44 -2.96 0.23
O -0.58 -2.17 0.13
C 2.81 -3.56 0.41
H 5.55 -1.60 0.71
H 3.79 0.17 0.72
H 0.25 -4.03 0.15
H 2.53 -4.60 0.33
S -0.80 2.02 1.20
C -0.54 3.70 0.74
C 0.53 4.43 1.27
C 0.67 5.78 1.00
C -0.25 6.44 0.19
C -1.31 5.72 -0.36
C -1.46 4.37 -0.08
H 1.24 3.92 1.90
H 1.50 6.33 1.43
H -0.14 7.50 -0.01
H -2.02 6.22 -1.00
H -2.29 3.82 -0.50
```

Lowest unoccupied orbital energy (alpha / beta): 0.063 / 0.064 Eh
DFT total energy: -124497.580 eV
Orbital gap (alpha / beta): 4.895 / 5.094 eV
Multiplicity: 2
⟨S²⟩: 0.845
Total charge: -1

---

(3)
Density functional theory data (wB97M-V/def2-TZVPD) for a structure of composition C42H37F15GeIrN3OSTe.

```
102
C42H37F15GeIrN3OSTe (wB97M-V/def2-TZVPD)
Ir 0.35 -2.55 0.51
N 1.87 -1.80 -1.23
C 1.87 -0.43 -1.76
C 0.45 0.05 -2.04
C -0.42 0.38 -0.80
C -1.81 -0.26 -0.90
N -1.71 -1.71 -0.73
H 2.79 -2.05 -0.87
H 1.66 -2.45 -1.98
H 2.42 -0.40 -2.71
H 2.39 0.24 -1.07
H -0.05 -0.72 -2.62
H 0.51 0.95 -2.66
H -0.57 1.47 -0.74
H 1.17 0.09 0.46
H -2.27 0.02 -1.86
H -2.43 0.15 -0.10
H -1.65 -2.18 -1.62
H -2.54 -2.07 -0.26
C -0.92 -0.24 2.66
C -0.35 0.63 1.61
O -0.29 1.84 1.64
N 0.16 -0.09 0.46
Te 0.89 3.73 -0.17
C 1.96 5.50 -0.67
C 3.22 5.73 -0.10
C 3.82 4.83 0.93
C 3.94 6.85 -0.49
C 3.44 7.75 -1.42
C 4.22 8.95 -1.85
C 2.19 7.50 -1.98
C 1.44 6.39 -1.62
C 0.12 6.15 -2.28
C -0.97 4.55 0.44
C -0.98 5.26 1.64
C 0.28 5.51 2.39
C -2.19 5.73 2.13
C -3.39 5.51 1.45
C -4.69 6.00 1.99
C -3.34 4.81 0.26
C -2.15 4.33 -0.27
C -2.20 3.63 -1.59
H -0.63 0.10 3.66
H -0.60 -1.28 2.51
H -2.01 -0.21 2.60
H 3.40 3.82 0.89
H 3.63 5.23 1.93
H 4.89 4.77 0.81
H 4.91 7.03 -0.05
H 5.13 9.05 -1.27
H 3.62 9.85 -1.74
H 4.49 8.86 -2.90
H 1.80 8.17 -2.72
H -0.03 6.85 -3.09
H -0.69 6.28 -1.56
H 0.07 5.14 -2.68
H 0.91 4.62 2.39
H 0.07 5.79 3.42
H 0.83 6.33 1.93
H -2.20 6.26 3.07
H -4.55 6.59 2.89
H -5.34 5.15 2.22
H -5.21 6.60 1.24
H -4.25 4.63 -0.30
H -2.90 2.79 -1.55
H -1.22 3.26 -1.89
H -2.56 4.31 -2.36
F 2.15 -4.73 -1.60
C 1.31 -5.60 -2.23
C 0.08 -5.80 -1.64
C -0.81 -6.59 -2.33
F -2.07 -6.69 -1.88
C -0.46 -7.26 -3.49
F -1.33 -8.05 -4.11
C 0.82 -7.08 -4.03
F 1.16 -7.70 -5.16
C 1.71 -6.21 -3.41
F 2.90 -5.95 -3.95
Ge -0.13 -4.95 0.17
S 2.04 -2.40 2.09
C -1.82 -5.83 0.79
C -1.95 -7.21 0.83
F -0.91 -7.94 0.41
C -3.11 -7.84 1.26
F -3.20 -9.17 1.27
C -4.19 -7.06 1.67
F -5.32 -7.64 2.08
C -4.09 -5.67 1.66
F -5.11 -4.91 2.06
C -2.91 -5.09 1.21
F -2.80 -3.75 1.17
C 1.04 -6.09 1.33
C 1.94 -7.09 1.00
F 2.16 -7.37 -0.29
C 2.61 -7.83 1.97
F 3.45 -8.80 1.62
C 2.39 -7.55 3.32
F 3.03 -8.25 4.25
C 1.51 -6.53 3.68
F 1.31 -6.24 4.97
C 0.86 -5.84 2.68
F -0.02 -4.86 2.99
```

Lowest unoccupied orbital energy (alpha / beta): -0.108 / -0.234 Eh
DFT total energy: -168906.407 eV
Orbital gap (alpha / beta): 5.552 / 4.052 eV
Multiplicity: 6
⟨S²⟩: 8.775
Total charge: +1
ΔE to the lowest compared entry with this formula, charge and spin: 38.8 kcal/mol